DFT (the ωB97M-V functional and the def2-TZVPD basis) results for a molecular structure, C40H42N3O4ReSi.

The geometry in XYZ format:
```
91
Properties=species:S:1:pos:R:3:mulliken_spin:R:1
Re -0.0053 0.2223 -0.2288 1.048
C -1.2867 -0.6059 3.9301 0.002
C -2.5711 -1.0944 3.7233 0.005
C -3.1620 -0.8753 2.4980 0.008
C -2.4406 -0.2424 1.4888 0.040
N -1.1533 0.1418 1.6642 0.005
C -0.6276 0.0036 2.8789 0.020
C -2.9825 -0.0388 0.1571 0.013
C -4.3529 0.0668 -0.0759 -0.056
C -4.8286 0.1676 -1.3648 0.066
C -3.9309 0.0796 -2.4218 -0.052
C -2.5722 0.0101 -2.1835 0.140
C -2.0304 0.0267 -0.8915 -0.213
H -0.7994 -0.7107 4.8858 0.000
H -3.0875 -1.6408 4.4964 0.000
H -4.1535 -1.2389 2.2784 0.001
H 0.3736 0.3909 3.0160 0.003
H -5.0439 0.1184 0.7535 0.000
H -5.8843 0.3015 -1.5513 0.005
H -4.2938 0.0803 -3.4408 -0.002
H -1.8933 -0.0465 -3.0193 0.040
O 3.5258 -6.1570 0.3737 0.000
C 3.7690 -5.2318 1.1462 0.000
O 4.6538 -5.0527 1.9750 0.000
C 2.7351 -4.0392 1.0121 0.000
C 1.5531 -4.2339 0.3094 0.003
C 0.6991 -3.1636 0.1199 0.006
N 0.9829 -1.9447 0.5572 0.067
C 2.1059 -1.7627 1.2455 0.008
C 3.0056 -2.7842 1.5230 0.003
C 2.3907 -0.3277 1.6911 0.009
O 3.1644 -0.1345 2.6189 -0.001
O 1.7637 0.5615 1.0491 0.024
H 1.3313 -5.2099 -0.0947 0.000
H -0.2359 -3.2753 -0.4163 -0.002
H 3.8979 -2.5819 2.0976 0.000
N 0.6955 -0.4221 -1.8846 -0.088
C 1.5076 -1.1439 -2.5348 0.020
C 1.1606 -1.6342 -3.8875 -0.030
C -0.1371 -2.0590 -4.1637 -0.009
C -0.4769 -2.4942 -5.4306 0.001
C 0.4669 -2.4964 -6.4450 -0.001
C 1.7622 -2.0844 -6.1747 0.000
C 2.1110 -1.6625 -4.9051 -0.003
C 2.8420 -1.5274 -2.0167 -0.016
C 3.3179 -2.8226 -2.2037 -0.003
C 4.5479 -3.1897 -1.6938 -0.001
C 5.3308 -2.2638 -1.0243 0.000
C 4.8690 -0.9693 -0.8445 0.001
C 3.6197 -0.6084 -1.3154 -0.004
H -0.8570 -2.0674 -3.3600 0.000
H -1.4798 -2.8394 -5.6360 0.000
H 0.2014 -2.8268 -7.4400 0.000
H 2.5048 -2.0967 -6.9598 0.000
H 3.1226 -1.3517 -4.6902 0.000
H 2.7020 -3.5464 -2.7187 0.000
H 4.8884 -4.2071 -1.8091 0.000
H 6.2918 -2.5576 -0.6276 0.000
H 5.4875 -0.2489 -0.3279 0.000
H 3.2256 0.3820 -1.1408 0.003
C 2.0257 3.2327 -0.2636 -0.004
Si 0.3393 2.6031 -0.9909 -0.084
C 0.5803 2.8821 -2.9525 0.001
C -0.4234 2.0556 -3.7509 0.012
C 1.9747 2.4152 -3.3778 -0.005
C 0.4240 4.3438 -3.3656 -0.003
C -1.0164 3.8392 -0.2180 0.014
C -2.3860 3.6643 -0.8763 0.003
C -0.6420 5.3189 -0.3216 0.001
C -1.1508 3.4996 1.2683 -0.004
H 2.0941 4.3141 -0.1887 0.000
H 2.8585 2.8929 -0.8692 0.002
H 2.1816 2.8146 0.7249 0.001
H -0.1951 1.0036 -3.6190 -0.002
H -0.3635 2.2955 -4.8142 0.000
H -1.4389 2.2278 -3.4118 -0.003
H 2.1897 1.4314 -2.9725 0.004
H 2.7403 3.1098 -3.0457 0.000
H 2.0333 2.3519 -4.4647 0.000
H -0.5872 4.6856 -3.1712 0.000
H 0.6155 4.4558 -4.4347 0.000
H 1.1233 4.9802 -2.8320 0.000
H -2.3506 3.9619 -1.9218 -0.002
H -3.1276 4.2917 -0.3761 0.001
H -2.7198 2.6306 -0.8300 0.002
H -0.7246 5.6701 -1.3441 0.000
H 0.3673 5.5076 0.0311 0.000
H -1.3291 5.9075 0.2885 0.000
H -1.4154 2.4526 1.3904 0.003
H -1.9284 4.1063 1.7379 0.000
H -0.2154 3.6825 1.7915 0.000
```

The charge is -1. Its spin multiplicity is 2. The relative energy (zero: lowest compared OMol25 entry of this formula, charge and spin) is 0.405 eV. The total energy comes out at -64833.680 eV.



DFT (the ωB97M-V functional and the def2-TZVPD basis) results for a molecular structure, C40H42NOP2Sn.

The geometry in XYZ format:
```
87
Properties=species:S:1:pos:R:3:mulliken_spin:R:1
Sn 1.9567 -1.2439 1.5618 0.884
C -2.8220 0.3792 5.1795 -0.001
C -3.2448 0.4526 3.9166 0.002
C -3.4526 1.7272 3.1262 -0.001
C -2.2410 2.4748 2.5450 0.001
C -1.1790 3.0145 3.4806 0.000
C -1.3362 3.2366 4.7863 0.000
C -2.5594 2.9749 5.6249 0.000
C -2.6817 1.5296 6.1524 0.001
C 1.8273 0.6004 2.7766 0.108
H -2.7271 -0.6188 5.6593 0.000
H -3.6080 -0.4599 3.4110 0.001
H -4.0140 2.4548 3.7314 0.000
H -4.0776 1.4155 2.2642 -0.001
H -1.8060 1.8775 1.7092 0.004
H -2.6855 3.3790 2.0568 0.000
H -0.2668 3.3723 2.9757 0.000
H -0.5332 3.7216 5.3671 0.000
H -3.4846 3.2608 5.1173 0.000
H -2.4688 3.5908 6.5347 0.000
H -1.7909 1.3614 6.7833 0.000
H -3.5612 1.4663 6.8249 0.000
H 2.4252 0.5000 3.7003 -0.008
H 0.7406 0.7098 3.0401 -0.058
H 2.1742 1.4736 2.1808 -0.011
P 0.0873 -2.1707 -2.8525 -0.001
P 2.0220 0.2426 -3.5010 0.005
C -0.5696 -0.6304 -3.5214 0.003
C 0.2732 0.3188 -3.9945 0.000
C -0.6163 -3.2658 -4.1751 -0.002
C -1.6907 -2.9128 -5.0048 0.001
C -2.0345 -3.7213 -6.0914 0.000
C -1.3421 -4.9064 -6.3464 0.000
C -0.3040 -5.2879 -5.4863 0.000
C 0.0765 -4.4688 -4.4214 -0.001
C -1.1194 -2.3634 -1.4799 0.130
C -1.0040 -1.4191 -0.4441 0.034
C -1.8410 -1.4863 0.6657 -0.018
C -2.8076 -2.4990 0.7470 0.002
C -2.9342 -3.4333 -0.2911 -0.002
C -2.0847 -3.3730 -1.4031 -0.002
C 2.6647 0.8480 -5.1558 -0.001
C 2.3892 0.0745 -6.3017 0.000
C 2.7832 0.5200 -7.5652 0.000
C 3.4621 1.7339 -7.7108 0.000
C 3.7605 2.4883 -6.5735 0.000
C 3.3711 2.0514 -5.3014 0.000
C 2.0698 1.7969 -2.5312 -0.017
C 3.2453 2.0119 -1.7877 0.017
C 3.3948 3.1808 -1.0475 -0.012
C 2.3718 4.1401 -1.0371 0.001
C 1.1955 3.9181 -1.7562 0.000
C 1.0379 2.7439 -2.4972 0.000
H -1.6555 -0.5103 -3.5698 -0.001
H -0.0302 1.1536 -4.6498 0.000
H -2.2574 -1.9965 -4.8398 0.000
H -2.8482 -3.4186 -6.7475 0.000
H -1.6058 -5.5301 -7.2019 0.000
H 0.2194 -6.2294 -5.6540 0.000
H 0.9175 -4.7497 -3.7799 0.000
H -0.2412 -0.6369 -0.5179 -0.068
H -1.7415 -0.7475 1.4695 -0.027
H -3.4593 -2.5457 1.6207 0.001
H -3.7015 -4.2089 -0.2309 0.001
H -2.1996 -4.0929 -2.2124 0.002
H 1.8447 -0.8695 -6.2016 0.000
H 2.5576 -0.0807 -8.4453 0.000
H 3.7622 2.0806 -8.7008 0.000
H 4.3003 3.4265 -6.6764 0.000
H 3.6056 2.6671 -4.4296 0.001
H 4.0362 1.2583 -1.8055 0.018
H 4.3128 3.3429 -0.4788 -0.001
H 2.4929 5.0553 -0.4556 0.000
H 0.3859 4.6529 -1.7356 0.000
H 0.1096 2.5720 -3.0376 0.000
O 1.7646 -2.1389 3.6262 0.021
N 1.5853 -1.7949 4.9513 -0.007
C 0.3179 -1.7103 5.4298 -0.010
C 0.1122 -1.4293 6.7861 0.004
C 1.1926 -1.0551 7.5837 0.000
C 2.4734 -1.0946 7.0400 0.005
C 2.6672 -1.5711 5.7495 0.002
H -0.5093 -1.8295 4.7144 0.008
H -0.8954 -1.4462 7.1679 0.000
H 1.0307 -0.7697 8.6249 0.000
H 3.3467 -0.8047 7.6139 0.000
H 3.6693 -1.7296 5.3524 -0.003
```

Its spin multiplicity is 2. The relative energy (zero: lowest compared OMol25 entry of this formula, charge and spin) is 0.000 eV. The total energy comes out at -70101.577 eV.



DFT (the ωB97M-V functional and the def2-TZVPD basis) results for a molecular structure, C40H43BaNO2PS4.

The geometry in XYZ format:
```
92
Properties=species:S:1:pos:R:3:mulliken_charge:R:1
Ba 0.1757 0.2602 -0.0418 2.023
C 2.4939 4.7535 0.3320 -0.710
C 1.1018 4.8771 0.9235 -1.031
S -0.2404 4.0364 0.0130 0.255
C -0.2801 4.9787 -1.5619 -0.929
C -0.7736 4.1416 -2.7282 -0.837
S 0.1982 2.6456 -3.1179 0.085
C 1.8293 3.3732 -3.5207 0.474
C 2.8387 2.2916 -3.8590 -1.282
S 3.1404 1.0956 -2.5069 0.313
C 4.5983 1.7927 -1.6593 -1.075
C 4.3892 3.1280 -0.9704 -0.687
S 3.1019 3.0223 0.3318 0.118
H 3.1850 5.3550 0.9261 0.475
H 2.5188 5.1144 -0.6967 0.257
H 0.8301 5.9308 1.0113 0.469
H 1.0678 4.4158 1.9111 0.389
H 0.7208 5.3599 -1.7520 0.421
H -0.9572 5.8236 -1.4230 0.499
H -0.8124 4.7566 -3.6297 0.457
H -1.7692 3.7503 -2.5186 0.295
H 2.1535 3.9481 -2.6563 -0.738
H 1.6948 4.0384 -4.3768 0.511
H 3.7969 2.7346 -4.1311 0.460
H 2.4729 1.6895 -4.6901 0.463
H 5.4043 1.8746 -2.3911 0.448
H 4.8544 1.0247 -0.9291 0.391
H 4.0896 3.8950 -1.6844 0.279
H 5.3232 3.4369 -0.4956 0.478
C -3.1838 -3.5607 -0.1041 -0.753
C -3.1458 -2.8768 -1.3093 -0.742
C -1.9283 -2.4920 -1.8402 -0.777
C -0.7383 -2.7837 -1.1797 -0.024
C -0.7850 -3.4782 0.0237 -0.198
C -2.0039 -3.8575 0.5605 -0.760
P 0.8052 -2.2975 -2.0408 0.747
C 0.8847 -3.8314 -3.0540 -0.151
C 0.5385 -5.0876 -2.5601 0.120
C 0.4815 -6.1758 -3.4098 -0.770
C 0.7551 -6.0222 -4.7605 -0.513
C 1.1287 -4.7825 -5.2521 -0.559
C 1.1929 -3.6925 -4.4025 -0.592
C 2.0548 -2.5122 -0.7353 0.736
C 3.0773 -3.4488 -0.8467 -0.450
C 4.0926 -3.4668 0.0928 -0.732
C 4.0631 -2.5749 1.1503 -0.658
C 3.0258 -1.6563 1.2635 -0.654
C 2.0292 -1.5768 0.3024 -0.666
H -4.1338 -3.8776 0.3045 0.605
H -4.0622 -2.6560 -1.8382 0.437
H -1.8902 -1.9754 -2.7925 0.433
H 0.1352 -3.7169 0.5406 0.583
H -2.0244 -4.4023 1.4954 0.536
H 0.3006 -5.2136 -1.5135 0.432
H 0.2077 -7.1468 -3.0214 0.412
H 0.6647 -6.8657 -5.4281 0.396
H 1.3569 -4.6618 -6.3004 0.407
H 1.4760 -2.7183 -4.7792 0.413
H 3.0773 -4.1471 -1.6735 0.426
H 4.9010 -4.1769 -0.0021 0.389
H 4.8520 -2.5858 1.8887 0.395
H 3.0187 -0.9837 2.1156 0.498
C -4.0583 1.7835 5.0779 -1.098
O -3.6752 0.8896 4.0529 -0.256
C -3.7658 1.3071 2.7663 0.932
C -4.0112 2.6224 2.3875 -0.600
C -4.1218 2.9694 1.0546 -0.851
C -4.0015 2.0078 0.0655 -0.917
C -3.7843 0.6897 0.4234 -0.236
C -3.6512 0.3275 1.7587 -0.314
N -3.5264 -1.0324 2.0947 0.303
C -2.7775 -1.5589 3.0546 -1.154
C -1.6737 -0.9683 3.6651 1.078
C -1.2636 -1.4387 4.9422 -0.863
C -0.2065 -0.8930 5.6005 -0.926
C 0.5166 0.1600 5.0031 -0.530
C 0.1884 0.6155 3.7637 -0.590
C -0.8727 0.0435 3.0013 0.878
O -1.0125 0.3283 1.7797 -1.038
H -4.0111 1.2127 6.0018 0.269
H -5.0803 2.1405 4.9302 0.397
H -3.3767 2.6339 5.1479 0.402
H -4.1273 3.3810 3.1438 0.491
H -4.3280 3.9951 0.7960 0.451
H -4.1034 2.2741 -0.9752 0.513
H -3.7263 -0.0835 -0.3313 0.457
H -4.1482 -1.6561 1.5928 0.494
H -3.0832 -2.5465 3.3871 0.490
H -1.8556 -2.2143 5.4068 0.483
H 0.0729 -1.2421 6.5822 0.420
H 1.3490 0.5952 5.5366 0.486
H 0.7447 1.4146 3.2874 0.593
```

The charge is +1. The relative energy (zero: lowest compared OMol25 entry of this formula, charge and spin) is 1.518 eV. The total energy comes out at -101081.156 eV.